(1)
{"formula": "C33H51BrN8O4Rb", "method": "wB97M-V/def2-TZVPD", "total_energy_ha": -4624.92191, "gap_ev": 5.97, "homo_energy_ev": -8.4, "max_force_ev_per_a": 0.38, "de_lowest_kcal_mol": 25.9, "total_charge": 1, "symbols": ["Rb", "Br", "O", "O", "O", "O", "N", "N", "N", "N", "N", "N", "N", "N", "C", "C", "C", "C", "C", "C", "C", "C", "C", "C", "C", "C", "C", "C", "C", "C", "C", "C", "C", "C", "C", "C", "C", "C", "C", "C", "C", "C", "C", "C", "C", "C", "C", "H", "H", "H", "H", "H", "H", "H", "H", "H", "H", "H", "H", "H", "H", "H", "H", "H", "H", "H", "H", "H", "H", "H", "H", "H", "H", "H", "H", "H", "H", "H", "H", "H", "H", "H", "H", "H", "H", "H", "H", "H", "H", "H", "H", "H", "H", "H", "H", "H", "H", "H"], "positions_angstrom": [[-1.271, -0.085, -1.194], [3.532, -0.651, 6.529], [-0.263, -2.048, 0.211], [0.656, 0.163, -3.372], [-3.363, -1.724, -2.351], [-2.189, 0.330, -3.958], [1.610, 2.507, 1.553], [-5.627, 0.911, 1.978], [-0.789, 2.811, -0.140], [1.758, 1.859, -1.198], [4.678, -5.109, 2.539], [2.245, -0.820, 0.382], [4.048, -5.293, 1.484], [-3.418, 1.067, 0.692], [0.146, 0.188, -4.702], [2.753, 3.861, -0.120], [1.874, 3.892, 1.132], [-1.174, 0.934, -4.738], [4.599, -1.016, 0.848], [2.107, -2.164, 0.548], [4.356, -4.038, 3.445], [-5.018, -0.413, 1.879], [2.822, -2.830, 4.847], [-4.541, 1.489, -0.161], [1.845, -4.944, 0.662], [-5.872, 1.430, 0.635], [-4.711, 1.805, 2.679], [-3.661, -0.323, 1.128], [2.019, 3.337, -1.351], [4.488, -2.368, 0.994], [-0.206, 4.142, -0.380], [-2.822, -3.040, -2.315], [3.223, -2.985, 0.881], [0.568, 4.635, 0.846], [1.527, -0.949, -3.124], [0.733, -4.169, 0.363], [3.436, -0.291, 0.557], [0.710, 4.082, -1.602], [5.410, -3.295, 3.956], [-3.384, 1.930, 1.882], [5.171, -2.278, 4.870], [-3.861, -1.335, -3.619], [-2.777, -0.826, -4.545], [3.875, -2.047, 5.294], [0.772, -2.761, 0.376], [3.052, -4.384, 1.022], [3.062, -3.829, 3.919], [-2.526, 1.634, 2.493], [-5.193, 2.777, 2.796], [-0.222, -4.641, 0.169], [0.977, 5.096, -1.910], [-1.020, 2.676, 0.837], [3.091, 4.873, -0.353], [-6.322, 2.420, 0.726], [-4.386, -2.167, -4.102], [-3.672, -0.963, 0.243], [1.208, 1.493, -1.984], [-2.021, -1.598, -4.721], [-4.340, 2.501, -0.523], [3.516, 0.794, 0.482], [-1.482, 1.021, -5.786], [-4.580, -0.535, -3.437], [-0.079, 4.600, 1.728], [-2.032, -3.174, -3.062], [0.021, -0.839, -5.057], [-4.568, 0.826, -1.031], [5.553, -0.514, 0.944], [2.624, 1.321, -1.152], [2.660, 3.425, -2.229], [-2.827, -0.639, 1.757], [2.440, 2.091, 1.963], [2.424, -0.887, -3.745], [1.803, -0.927, -2.070], [1.821, -2.661, 5.218], [0.910, 2.480, 2.286], [3.657, 3.274, 0.065], [-3.225, -0.565, -5.511], [-6.599, 0.784, 0.141], [1.772, -6.026, 0.688], [2.245, -4.437, 3.557], [-4.884, -0.808, 2.887], [0.808, 5.690, 0.692], [-1.673, 2.698, -0.629], [-0.990, 4.877, -0.584], [5.365, -2.972, 1.183], [2.410, 4.455, 1.903], [5.988, -1.683, 5.253], [-1.044, 1.942, -4.338], [-2.389, -3.183, -1.327], [6.419, -3.511, 3.627], [-3.600, -3.787, -2.491], [0.180, 3.632, -2.447], [-3.226, 2.961, 1.552], [1.266, 1.690, -0.295], [0.856, 0.682, -5.374], [1.009, -1.888, -3.328], [-5.714, -1.072, 1.358], [-4.535, 1.403, 3.677]], "mulliken_charge": [0.589, -0.189, -0.451, -0.242, -0.114, -0.086, -0.447, -0.151, 0.127, 0.375, -0.463, 0.114, -0.497, 0.473, -0.687, -1.221, 0.168, -0.678, -1.539, -0.022, 0.223, -0.911, -0.527, -0.179, -0.366, -0.804, -0.947, -0.327, 0.318, -0.746, 0.399, -0.693, 1.231, -1.687, -0.499, -0.858, 0.138, -1.207, -0.318, -0.782, -0.438, -0.878, -0.334, 0.012, -0.165, -0.277, -0.159, 0.374, 0.354, 0.459, 0.502, -0.305, 0.544, 0.248, 0.438, 0.131, -0.154, 0.262, 0.552, 0.250, 0.423, 0.322, 0.412, 0.295, 0.441, -0.119, 0.494, 0.537, 0.405, 0.485, 0.266, 0.348, -0.159, 0.450, 0.205, 0.380, 0.361, 0.365, 0.410, 0.449, 0.289, 0.521, 0.152, 0.468, 0.657, 0.403, 0.444, 0.233, 0.140, 0.446, 0.356, 0.218, 0.434, 0.095, 0.392, 0.416, 0.335, 0.296]}

---

(2)
{"formula": "C33H51HgN4O2S2", "method": "wB97M-V/def2-TZVPD", "total_energy_ha": -2607.48332, "gap_ev": [5.19, 6.01], "homo_energy_ev": [-0.8, -1.6], "max_force_ev_per_a": 0.18, "multiplicity": 2, "de_lowest_kcal_mol": 0.0, "total_charge": -2, "symbols": ["Hg", "S", "S", "O", "O", "N", "N", "N", "N", "C", "C", "C", "C", "C", "C", "C", "C", "C", "C", "C", "C", "C", "C", "C", "C", "C", "C", "C", "C", "C", "C", "C", "C", "C", "C", "C", "C", "C", "C", "C", "C", "C", "H", "H", "H", "H", "H", "H", "H", "H", "H", "H", "H", "H", "H", "H", "H", "H", "H", "H", "H", "H", "H", "H", "H", "H", "H", "H", "H", "H", "H", "H", "H", "H", "H", "H", "H", "H", "H", "H", "H", "H", "H", "H", "H", "H", "H", "H", "H", "H", "H", "H", "H"], "positions_angstrom": [[1.000, -0.487, 0.831], [-0.089, -1.091, 3.198], [-0.864, -6.350, -1.081], [-1.513, -0.159, 0.020], [-2.867, -1.722, 0.899], [2.151, 1.605, 0.427], [1.067, 0.580, -4.735], [-1.691, -5.466, 1.267], [-1.521, -3.850, -0.340], [1.463, 3.434, -2.876], [-1.192, -3.280, -1.632], [3.316, 0.573, -1.368], [2.403, 4.002, 1.064], [-2.746, 1.655, 4.526], [1.995, 2.582, 1.502], [-1.466, 0.012, 3.263], [-3.630, 1.805, 3.465], [-0.397, 2.024, -1.944], [-1.383, -5.129, -0.009], [-2.332, -3.382, -2.643], [-2.226, -0.645, 0.929], [5.730, 1.717, -0.672], [0.706, 1.436, -4.058], [-5.006, -2.540, 3.615], [2.706, 2.175, 2.806], [7.038, 2.361, -0.282], [-3.416, -4.196, 2.550], [0.496, 2.657, 1.814], [-1.943, -4.538, 2.359], [5.657, 0.906, -1.795], [-2.494, -0.984, -3.445], [3.331, 1.410, -0.213], [-1.679, 0.776, 4.419], [-2.371, 0.162, 2.204], [-3.431, 1.056, 2.314], [0.249, 2.565, -3.222], [-0.771, 3.367, -4.040], [-2.123, -2.419, -3.812], [-3.612, -3.151, 3.642], [4.430, 0.320, -2.136], [4.602, 1.957, 0.106], [4.329, -0.607, -3.321], [-3.270, -3.134, -2.133], [-3.801, -3.801, 1.609], [-5.156, -2.029, 2.662], [7.277, 2.165, 0.767], [0.318, 1.465, -1.343], [-5.783, -3.305, 3.725], [0.124, 1.705, 2.191], [1.963, 3.793, -3.779], [7.860, 1.983, -0.892], [-2.879, 2.231, 5.436], [-2.408, -4.416, -2.985], [-1.536, -6.437, 1.468], [-4.462, 2.496, 3.532], [-0.061, 2.902, 0.909], [-1.380, -3.616, 2.196], [2.300, 1.221, 3.153], [1.121, 4.295, -2.297], [-3.574, -0.892, -3.301], [-1.075, -2.457, -4.128], [1.808, 4.293, 0.195], [-2.186, -0.281, -4.222], [-0.325, 3.762, -4.954], [-1.535, -4.987, 3.269], [-4.112, 1.157, 1.475], [5.119, -0.402, -4.048], [6.540, 0.719, -2.398], [-2.875, -2.359, 3.496], [-2.715, -2.744, -4.674], [2.175, 2.876, -2.270], [-2.000, -3.185, 0.276], [-0.975, 0.671, 5.236], [-2.024, -0.687, -2.506], [-0.957, -2.232, -1.439], [4.433, -1.648, -3.002], [6.997, 3.446, -0.407], [-3.982, -5.109, 2.779], [-5.136, -1.806, 4.413], [2.368, 0.120, -1.644], [3.782, 2.059, 2.678], [-1.248, 1.380, -2.156], [4.729, 2.573, 0.984], [-3.411, -3.598, 4.624], [-1.126, 4.203, -3.434], [-1.628, 2.747, -4.307], [2.531, 2.922, 3.588], [2.197, 4.711, 1.872], [3.452, 4.090, 0.791], [3.364, -0.511, -3.818], [-0.299, -3.772, -2.020], [0.292, 3.417, 2.575], [-0.742, 2.866, -1.340]], "mulliken_charge": [0.533, -0.427, -0.517, -0.005, -0.836, 0.195, -0.727, -0.079, 0.477, -1.435, -0.658, 0.048, -1.630, -0.622, 1.478, 0.925, -0.811, -1.398, 0.265, -0.272, -1.376, 0.377, -0.365, -1.434, -1.512, -1.672, -0.376, -1.299, -0.748, -0.902, -0.372, 0.550, -0.982, 1.044, -0.147, 3.139, -2.092, -0.680, 0.356, 0.508, -0.831, -1.519, 0.211, 0.025, 0.222, 0.336, 0.091, 0.417, -0.070, 0.424, 0.378, 0.365, 0.366, 0.259, 0.324, -0.051, 0.140, 0.191, 0.358, 0.355, 0.302, 0.186, 0.270, 0.452, 0.466, 0.444, 0.363, 0.217, -0.337, 0.357, 0.083, 0.014, 0.382, -0.224, -0.458, 0.281, 0.293, 0.470, 0.371, 0.389, 0.268, 0.173, 0.365, 0.533, 0.437, 0.341, 0.461, 0.470, 0.366, 0.229, 0.532, 0.565, 0.428]}

---

(3)
{"formula": "C33H51N6O3PdSSi", "method": "wB97M-V/def2-TZVPD", "total_energy_ha": -2658.09274, "gap_ev": 3.66, "homo_energy_ev": -2.5, "max_force_ev_per_a": 0.67, "de_lowest_kcal_mol": 7.9, "total_charge": -1, "symbols": ["Pd", "S", "Si", "O", "O", "O", "N", "N", "N", "N", "N", "N", "C", "C", "C", "C", "C", "C", "C", "C", "C", "C", "C", "C", "C", "C", "C", "C", "C", "C", "C", "C", "C", "C", "C", "C", "C", "C", "C", "C", "C", "C", "C", "C", "C", "H", "H", "H", "H", "H", "H", "H", "H", "H", "H", "H", "H", "H", "H", "H", "H", "H", "H", "H", "H", "H", "H", "H", "H", "H", "H", "H", "H", "H", "H", "H", "H", "H", "H", "H", "H", "H", "H", "H", "H", "H", "H", "H", "H", "H", "H", "H", "H", "H", "H", "H"], "positions_angstrom": [[-1.266, 1.435, 0.674], [0.435, -0.189, -0.079], [2.360, -0.800, 0.306], [3.037, -1.404, -1.080], [2.554, -2.004, 1.421], [3.389, 0.399, 0.789], [-2.462, 0.357, 1.919], [-2.917, 3.558, -0.313], [-2.702, 0.442, -1.894], [-2.806, 2.598, 0.687], [-0.761, 2.770, -0.791], [-3.683, 0.731, -4.444], [-2.908, -2.034, 2.242], [-1.478, -3.328, 3.692], [-2.444, -0.102, -4.199], [-4.843, 0.332, 2.643], [-1.760, 0.474, -2.975], [0.934, -3.691, 0.777], [-1.048, -0.986, 3.327], [4.148, 2.367, 1.835], [-3.957, 2.055, 1.201], [3.096, 0.561, -2.518], [-1.831, 3.648, -1.017], [-0.716, -2.189, 3.923], [-1.703, 4.606, -2.090], [3.629, -1.742, -3.330], [3.407, -4.079, 0.510], [-6.115, 0.901, 2.525], [2.414, -3.915, 2.788], [0.497, 3.751, -2.582], [5.190, -0.586, -1.747], [3.729, -0.777, -2.152], [0.345, 2.866, -1.546], [-6.315, 2.011, 1.725], [-0.579, 4.643, -2.848], [-3.754, 0.851, 1.944], [-5.233, 2.595, 1.063], [-2.161, -0.872, 2.486], [-3.823, 1.324, -2.094], [-2.570, -3.238, 2.838], [2.395, 0.955, 2.932], [3.657, 0.944, 2.079], [4.746, 0.103, 2.740], [2.320, -3.411, 1.351], [-4.627, 0.782, -3.258], [0.873, -3.355, -0.259], [2.580, 1.460, 3.883], [2.582, -1.885, -3.604], [-2.787, -1.119, -4.014], [-3.166, -4.120, 2.627], [5.018, 2.353, 1.177], [-1.850, -0.050, -5.111], [4.404, -0.925, 2.849], [-4.430, 1.368, -1.191], [2.070, -0.065, 3.139], [1.610, -3.493, 3.389], [0.174, -3.160, 1.350], [4.389, -3.872, 0.941], [4.048, -2.711, -3.053], [2.044, 0.426, -2.769], [-5.351, 3.489, 0.464], [2.340, -5.004, 2.818], [0.146, -2.232, 4.581], [4.172, -1.360, -4.197], [-0.493, 5.376, -3.644], [0.725, -4.763, 0.811], [5.649, 0.108, 2.126], [-3.370, 1.691, -4.613], [3.159, 1.258, -1.682], [1.415, 3.771, -3.151], [-0.461, -0.094, 3.508], [-7.305, 2.443, 1.624], [3.391, -3.703, -0.509], [-4.169, 0.415, -5.280], [1.588, 1.470, 2.408], [-4.957, -0.239, -3.075], [4.425, 2.850, 2.774], [-5.461, 1.416, -3.558], [-6.945, 0.457, 3.063], [-4.708, -0.542, 3.267], [3.371, -3.618, 3.219], [4.993, 0.503, 3.727], [-1.217, -4.271, 4.158], [-2.526, 5.291, -2.247], [3.255, -5.161, 0.497], [-1.408, 1.499, -3.217], [5.636, -1.551, -1.500], [3.362, 2.954, 1.357], [-2.223, 0.622, -0.990], [-3.758, -1.977, 1.574], [1.118, 2.156, -1.283], [5.249, 0.058, -0.872], [3.614, 0.999, -3.375], [5.760, -0.134, -2.563], [-0.876, -0.110, -2.711], [-3.526, 2.364, -2.323]], "mulliken_charge": [0.015, 0.551, -2.167, -0.058, 0.754, 0.499, -0.217, -0.877, 0.188, 0.044, 0.091, -0.164, -0.012, -0.497, -1.111, -0.578, 0.372, -1.098, -0.158, -1.934, -0.640, -1.193, 0.080, -0.637, -0.576, -1.892, -1.672, -0.750, -1.567, -0.661, -1.645, 2.056, -0.265, -0.598, -0.366, 0.872, -0.252, -0.182, 0.267, -0.850, -1.298, 1.803, -1.510, 1.845, -1.033, 0.197, 0.622, 0.345, 0.405, 0.317, 0.349, 0.433, 0.060, -0.078, 0.108, 0.084, 0.021, 0.343, 0.369, 0.047, 0.446, 0.410, 0.490, 0.414, 0.369, 0.488, 0.335, 0.429, 0.063, 0.471, 0.371, 0.359, 0.132, 0.351, 0.133, 0.419, 0.415, 0.404, 0.368, 0.437, 0.344, 0.431, 0.355, 0.468, 0.463, 0.026, 0.352, 0.353, 0.435, 0.542, 0.039, 0.110, 0.561, 0.448, 0.081, 0.089]}

---

(4)
{"formula": "C33H52AsN5OSSi4Sr", "method": "wB97M-V/def2-TZVPD", "total_energy_ha": -5460.66124, "gap_ev": 5.32, "homo_energy_ev": -1.4, "max_force_ev_per_a": 1.90, "de_lowest_kcal_mol": 1.0, "total_charge": -2, "symbols": ["Sr", "As", "S", "Si", "Si", "Si", "Si", "O", "N", "N", "N", "N", "N", "C", "C", "C", "C", "C", "C", "C", "C", "C", "C", "C", "C", "C", "C", "C", "C", "C", "C", "C", "C", "C", "C", "C", "C", "C", "C", "C", "C", "C", "C", "C", "C", "C", "H", "H", "H", "H", "H", "H", "H", "H", "H", "H", "H", "H", "H", "H", "H", "H", "H", "H", "H", "H", "H", "H", "H", "H", "H", "H", "H", "H", "H", "H", "H", "H", "H", "H", "H", "H", "H", "H", "H", "H", "H", "H", "H", "H", "H", "H", "H", "H", "H", "H", "H", "H"], "positions_angstrom": [[0.464, 0.076, 0.432], [0.375, 0.205, -2.776], [4.633, -0.687, -0.241], [-1.415, 0.826, -4.070], [1.733, 2.013, -3.328], [-1.076, -3.827, -0.258], [1.302, -3.744, 1.819], [-0.148, -0.082, 2.547], [0.075, 2.739, 0.232], [6.155, 0.925, 1.532], [2.112, 1.623, 1.588], [-2.225, 0.240, 0.689], [-4.191, -0.291, 1.501], [-2.659, -0.586, -4.224], [0.852, 3.568, 0.931], [-1.030, -0.030, 3.475], [1.903, 2.929, 1.789], [0.936, 3.676, -3.761], [-2.953, 0.139, 5.568], [-3.341, 0.164, 4.241], [-2.423, 0.064, 3.194], [-2.462, 2.355, -3.668], [2.218, -2.546, 2.962], [-1.348, -2.940, -1.899], [0.686, 4.945, 0.865], [-0.449, -5.538, -0.777], [-0.911, 1.105, -5.879], [-4.339, -0.268, 0.130], [5.528, 0.267, 0.800], [-0.345, 5.462, 0.098], [3.695, 1.610, 3.375], [2.763, 1.584, -4.848], [-0.067, -2.976, 0.953], [0.808, -5.189, 2.965], [-2.901, 0.020, 1.805], [-3.114, 0.067, -0.350], [-1.590, 0.001, 5.856], [-2.850, -4.107, 0.369], [2.613, -4.492, 0.690], [-1.175, 4.597, -0.590], [-0.912, 3.239, -0.506], [2.969, 2.397, -1.968], [-0.660, -0.083, 4.846], [2.977, 0.984, 2.366], [2.577, 3.631, 2.771], [3.491, 2.956, 3.573], [-4.396, 0.293, 4.015], [3.379, 1.485, -1.522], [3.420, -4.944, 1.278], [-2.127, -1.514, -4.445], [-3.686, 0.229, 6.359], [-1.495, 2.515, -1.063], [-3.065, 2.228, -2.763], [-5.271, -0.496, -0.356], [4.405, 1.043, 3.958], [3.812, 2.975, -2.364], [-1.992, 4.953, -1.203], [-0.488, 6.534, 0.033], [-2.852, -4.711, 1.283], [0.397, -0.190, 5.061], [-0.674, -2.349, 1.621], [-3.142, 2.550, -4.505], [-1.777, -1.950, -1.720], [-2.026, -3.482, -2.570], [2.191, -5.268, 0.048], [1.362, 5.608, 1.386], [1.671, -5.651, 3.462], [2.597, -3.040, 3.864], [0.215, 3.592, -4.577], [1.718, 4.380, -4.070], [-0.346, 2.030, -6.021], [-0.400, -2.782, -2.418], [-0.273, 0.281, -6.207], [4.032, 3.490, 4.345], [3.394, 0.719, -4.625], [2.119, 1.315, -5.689], [0.117, -4.835, 3.738], [-1.260, -0.039, 6.889], [3.053, -3.720, 0.053], [0.290, -5.965, 2.391], [-1.186, -6.037, -1.415], [3.116, -0.071, 2.173], [-2.795, 0.180, -1.373], [-3.247, -0.769, -3.320], [2.384, 4.682, 2.932], [2.510, 2.980, -1.165], [3.078, -2.119, 2.433], [-0.252, -6.179, 0.087], [3.409, 2.417, -5.150], [0.415, 4.106, -2.901], [-1.795, 1.145, -6.526], [-3.478, -4.603, -0.380], [-4.883, -0.582, 2.165], [-3.353, -0.372, -5.045], [-3.310, -3.140, 0.608], [-1.833, 3.239, -3.528], [0.481, -5.452, -1.346], [1.555, -1.731, 3.266]], "mulliken_charge": [1.788, 0.281, -0.411, 0.373, 0.323, -0.210, -0.119, 0.473, 1.328, -0.779, 1.038, 1.010, 0.052, -1.276, -0.082, -0.207, 0.683, -1.031, -0.884, -0.767, 0.565, -1.240, -0.626, -0.517, -0.952, -1.126, -1.234, -1.405, 0.509, -0.602, -1.017, -1.207, 1.001, -1.171, -0.457, -0.164, -0.556, -0.901, -1.052, -0.889, -0.612, -0.373, -0.931, -0.817, -1.020, -0.622, 0.337, -0.157, 0.325, 0.209, 0.352, 0.150, 0.432, 0.420, 0.479, 0.403, 0.470, 0.381, 0.240, 0.337, -0.550, 0.519, -0.293, 0.338, 0.327, 0.416, 0.312, 0.369, 0.240, 0.437, 0.322, 0.355, 0.266, 0.377, 0.284, 0.243, 0.263, 0.401, 0.196, 0.267, 0.312, 0.720, -0.064, 0.376, 0.357, -0.019, 0.202, 0.244, 0.342, 0.131, 0.378, 0.289, 0.210, 0.448, 0.117, 0.174, 0.285, -0.137]}